Entry 1:
# C19H19NO3

A single C19H19NO3 molecule (ωB97M-V/def2-TZVPD, OMol25).

The geometry in XYZ format:
```
42
Properties=species:S:1:pos:R:3:forces:R:3:nbo_charge:R:1
O 4.800243 2.798335 -1.092876 -0.12 -0.06 0.05 -0.578
C 4.801093 1.640988 -0.754994 0.20 0.45 -0.17 0.750
O 5.849473 0.833083 -0.956801 0.30 -0.48 0.00 -0.684
C 3.666071 0.985056 -0.076509 -0.06 -0.30 0.15 -0.310
C 3.678207 -0.285254 0.322844 0.14 0.18 -0.34 -0.173
C 2.515634 -0.988634 0.937602 0.04 0.11 0.14 0.623
O 2.271045 -2.148784 0.677645 0.15 -0.16 -0.12 -0.594
N 1.783937 -0.239465 1.791514 -0.13 0.34 0.21 -0.608
C 0.542172 -0.704731 2.361754 -0.29 -0.08 0.15 -0.236
C -0.641752 0.155440 1.913057 0.36 -0.17 -0.18 -0.394
C -0.731695 0.274380 0.381572 -0.19 0.06 0.20 -0.287
C -0.753605 -1.055143 -0.333230 0.14 0.01 -0.07 -0.029
C -1.414610 -2.170152 0.166298 0.04 0.04 0.00 -0.178
C -1.414073 -3.363057 -0.534843 -0.07 -0.10 0.03 -0.218
C -0.754967 -3.460662 -1.746676 0.00 -0.08 -0.06 -0.212
C -0.095818 -2.355605 -2.255068 0.04 -0.01 -0.10 -0.194
C -0.097375 -1.165385 -1.552707 -0.03 -0.01 0.03 -0.199
C -1.933484 1.122388 0.019354 0.11 0.12 -0.07 0.092
C -1.770360 2.482070 -0.214118 0.01 -0.04 0.02 -0.250
C -2.855891 3.285637 -0.513997 -0.04 0.11 -0.01 -0.191
C -4.124585 2.737762 -0.585555 -0.07 0.08 -0.03 -0.224
C -4.297331 1.383498 -0.357239 -0.08 -0.02 0.03 -0.201
C -3.210534 0.582356 -0.055619 0.00 0.01 0.02 -0.237
H 6.558877 1.318483 -1.406014 -0.27 0.14 0.08 0.504
H 2.812948 1.635953 0.058098 -0.07 0.01 0.01 0.220
H 4.533872 -0.912658 0.116850 0.05 -0.03 0.01 0.241
H 2.050958 0.715450 1.970489 0.13 -0.11 -0.06 0.395
H 0.611428 -0.694660 3.455216 -0.01 -0.09 -0.10 0.198
H 0.420675 -1.734931 2.020518 0.02 0.11 0.15 0.245
H -1.561255 -0.270948 2.314395 -0.07 0.04 0.06 0.215
H -0.541675 1.162223 2.328455 -0.10 0.02 0.02 0.207
H 0.160880 0.811275 0.038926 -0.11 -0.05 0.01 0.209
H -1.928316 -2.122978 1.115725 -0.04 0.02 0.11 0.197
H -1.927351 -4.222242 -0.127370 -0.03 -0.06 0.03 0.211
H -0.749687 -4.394578 -2.288790 0.00 -0.07 -0.04 0.213
H 0.427780 -2.422244 -3.197446 0.04 -0.01 -0.07 0.212
H 0.425546 -0.307836 -1.954260 0.05 0.10 -0.02 0.207
H -0.782424 2.919489 -0.164424 0.12 0.01 0.00 0.205
H -2.709775 4.340756 -0.694061 0.01 0.08 -0.02 0.211
H -4.973586 3.362211 -0.821260 -0.06 0.05 -0.03 0.213
H -5.283987 0.947372 -0.415431 -0.08 -0.04 -0.01 0.212
H -3.356723 -0.474248 0.108957 -0.03 -0.10 -0.01 0.216
```
Positions in Å, forces in eV/Å.

Output
E_HOMO in eV: -8.89
E_LUMO in eV: -0.1
SMILES: O=C(O)/C=C/C(=O)NCCC(c1ccccc1)c1ccccc1

***

Entry 2:
# C19H20AuCl3GeN4

C19H20AuCl3GeN4 as an isolated structure (ωB97M-V/def2-TZVPD, OMol25).

The geometry in XYZ format:
```
48
Properties=species:S:1:pos:R:3:forces:R:3:nbo_charge:R:1
Au 0.226186 0.343683 -0.087153 -0.22 -0.33 0.23 1.210
C -2.427827 -0.783140 1.072219 -0.13 -0.20 0.04 -0.229
C -1.929551 -0.305453 2.425555 0.05 0.04 0.01 -0.477
C -1.391379 1.098480 2.412333 0.16 0.00 -0.06 0.250
C -1.773614 1.943881 3.442554 -0.08 -0.05 -0.01 -0.219
C -1.436245 3.283050 3.439590 -0.01 0.07 0.02 -0.053
C -0.749094 3.781489 2.344429 -0.04 0.07 0.05 -0.227
C -0.364630 2.908795 1.361942 -0.21 -0.27 -0.13 0.071
N -0.619710 1.571971 1.392914 0.11 0.54 0.14 -0.543
N -1.335569 -1.316638 0.237057 0.03 0.47 0.01 -0.475
C -0.648406 -2.479291 0.828396 0.03 -0.13 -0.01 -0.289
C 0.535200 -2.130101 1.697703 0.03 0.08 -0.12 0.197
C 0.971781 -2.971237 2.709034 -0.01 -0.05 0.00 -0.208
C 2.111853 -2.645300 3.426965 0.01 0.02 -0.01 -0.071
C 2.801502 -1.477093 3.125348 0.04 -0.04 0.04 -0.204
C 2.323747 -0.663000 2.119950 -0.15 -0.15 -0.06 0.047
N 1.220786 -1.012402 1.443671 0.20 0.04 0.12 -0.379
C -1.776812 -1.609553 -1.135206 -0.07 -0.06 -0.04 -0.280
C -0.576330 -1.681524 -2.030048 0.02 0.12 -0.05 0.209
C -0.582599 -2.470409 -3.160741 -0.05 -0.04 0.01 -0.211
C 0.536678 -2.528739 -3.976755 0.04 0.01 -0.01 -0.052
C 1.661901 -1.809702 -3.606682 0.00 -0.06 -0.07 -0.215
C 1.619448 -1.039577 -2.468181 -0.13 -0.04 0.17 0.069
N 0.518875 -0.946505 -1.689443 0.19 -0.03 -0.48 -0.528
H -2.880852 0.046192 0.526649 -0.04 -0.01 0.01 0.232
H -3.206214 -1.541727 1.203758 0.10 -0.08 0.01 0.240
H -1.201329 -0.985015 2.871208 -0.05 -0.08 -0.03 0.243
H -2.778829 -0.316857 3.106227 0.01 0.05 0.04 0.282
H -2.380716 1.537131 4.239994 0.01 -0.01 0.00 0.262
H -1.744353 3.932444 4.248800 0.01 -0.01 0.01 0.273
H -0.520057 4.833567 2.243887 0.01 -0.02 -0.02 0.276
H 0.112305 3.292619 0.481191 0.06 0.03 -0.06 0.215
H -0.272625 -3.101279 0.012311 0.00 -0.03 0.03 0.258
H -1.350237 -3.096994 1.394769 -0.03 0.04 0.01 0.257
H 0.414879 -3.875078 2.922721 0.00 0.00 0.00 0.270
H 2.459187 -3.296586 4.219185 0.00 0.00 -0.01 0.277
H 3.698582 -1.192070 3.658119 -0.01 0.01 0.00 0.280
H 2.813389 0.259013 1.852825 0.03 0.09 -0.01 0.239
H -2.465067 -0.827685 -1.464931 0.06 0.06 0.01 0.260
H -2.326625 -2.553709 -1.183635 -0.03 0.01 0.03 0.249
H -1.469482 -3.045071 -3.395397 0.00 0.01 0.00 0.269
H 0.534663 -3.138218 -4.871114 0.00 0.00 0.00 0.275
H 2.572342 -1.842855 -4.189172 0.00 0.02 0.01 0.277
H 2.487138 -0.492621 -2.156152 0.01 0.02 0.03 0.228
Cl 3.854498 1.238841 -1.521840 0.42 -0.10 -0.09 -0.224
Ge 2.184012 2.081011 -0.634070 -0.31 -0.31 0.42 1.146
Cl 2.723745 2.829846 1.243547 0.19 0.08 0.17 -0.258
Cl 1.127276 3.375140 -1.856140 -0.27 0.23 -0.36 -0.220
```
Positions in Å, forces in eV/Å.

Output
E_HOMO (spin up / spin down) in eV: -18.87 / -18.88
E_LUMO (spin up / spin down) in eV: -11.7 / -13.3
2S+1: 2
Total charge: +3

***

Entry 3:
# C19H20AuFIN4O4Si

C19H20AuFIN4O4Si as an isolated structure (ωB97M-V/def2-TZVPD, OMol25).

The geometry in XYZ format:
```
51
Properties=species:S:1:pos:R:3:forces:R:3:nbo_charge:R:1
Au -1.296442 0.001893 1.192395 0.69 -0.15 -0.45 1.034
C 0.949180 -2.546258 1.468039 0.03 0.43 -0.02 -1.132
Si 1.900667 -0.950713 1.251575 0.91 -1.39 0.11 1.743
C 2.882230 -1.022438 -0.362937 -0.29 0.23 0.36 -1.117
C 2.990056 -0.663049 2.768880 -0.36 0.20 -0.33 -1.109
N 0.734978 0.427629 1.146067 -1.41 1.57 1.09 -0.759
C 1.131833 1.700890 0.975109 0.14 -0.63 -0.64 0.028
C 2.522862 2.037328 0.878422 0.27 0.14 -0.33 -0.073
C 2.964506 3.318991 0.721004 0.32 -0.34 0.10 -0.251
C 2.057516 4.379489 0.625987 -0.35 -0.16 -0.02 -0.025
C 0.696316 4.126036 0.703009 0.28 0.31 0.07 -0.323
C 0.260221 2.840051 0.874836 -0.66 0.06 0.17 0.584
F -1.054145 2.683808 0.955435 0.19 -0.20 -0.09 -0.290
H 1.611574 -3.296168 1.904225 0.09 0.04 0.02 0.264
H 0.598657 -2.936436 0.514333 -0.01 -0.01 0.00 0.253
H 0.087227 -2.444161 2.128283 0.00 -0.05 0.01 0.261
H 3.491142 -1.927795 -0.361962 -0.02 -0.05 0.05 0.265
H 3.546685 -0.171893 -0.509626 0.04 -0.05 -0.06 0.236
H 2.207527 -1.073145 -1.218820 -0.04 -0.06 -0.02 0.252
H 3.662621 -1.513845 2.883494 -0.03 -0.06 -0.04 0.265
H 2.381106 -0.590532 3.671269 -0.01 -0.04 0.02 0.257
H 3.596704 0.238517 2.702510 0.05 -0.03 0.08 0.236
H 3.247569 1.242712 0.932462 -0.01 0.04 0.00 0.226
H 4.027689 3.504126 0.658865 -0.01 0.05 0.02 0.248
H 2.414782 5.389355 0.481941 -0.02 0.03 -0.02 0.247
H -0.028738 4.923090 0.618953 -0.06 -0.06 0.01 0.263
I -7.074449 2.339010 1.318091 0.24 -0.22 -0.02 0.236
C -5.472371 1.025763 1.240628 -0.23 0.22 0.01 -0.298
C -5.495356 -0.321669 0.923265 -0.03 0.25 0.05 -0.019
N -4.236010 -0.760487 0.996540 -0.14 -0.15 0.05 -0.301
N -3.402872 0.222436 1.341855 0.55 0.13 0.27 -0.370
C -4.132958 1.324426 1.495232 -0.28 -0.12 0.01 -0.031
H -6.320268 -0.956651 0.651507 0.05 -0.10 0.01 0.253
H -3.817227 -1.671452 0.808039 0.04 0.02 -0.05 0.475
H -3.690495 2.263475 1.777235 0.06 -0.01 0.02 0.236
O -2.140244 -3.831623 -0.710947 0.26 0.15 -0.18 -0.588
C -1.706922 -2.700300 -0.603802 -0.49 -0.33 0.22 0.755
O -1.989549 -1.966868 0.440769 0.12 0.19 -0.31 -0.837
C -0.848854 -2.109122 -1.693194 0.02 0.07 -0.02 -0.164
C -0.218785 -2.959112 -2.600171 -0.03 0.06 0.04 -0.123
C 0.577027 -2.438802 -3.610662 -0.01 -0.06 0.03 -0.204
C 0.767732 -1.069829 -3.723336 0.06 0.29 -0.10 -0.195
C 0.137119 -0.235900 -2.814690 -0.16 -0.52 0.06 0.069
C -0.690387 -0.741160 -1.827073 0.14 0.10 -0.02 -0.200
N 0.369451 1.206662 -2.846786 0.11 0.17 -0.10 0.524
O 0.837282 1.691841 -3.850025 -0.05 -0.04 0.17 -0.329
O 0.100349 1.835633 -1.827102 0.01 0.01 -0.14 -0.443
H -0.375515 -4.024730 -2.499103 0.01 0.00 -0.01 0.255
H 1.057086 -3.105270 -4.313499 0.02 0.02 -0.01 0.238
H 1.392419 -0.641693 -4.494806 0.01 -0.03 0.00 0.255
H -1.210548 -0.052050 -1.181706 -0.04 0.05 -0.08 0.221
```
Positions in Å, forces in eV/Å.

Output
E_HOMO in eV: -11.49
E_LUMO in eV: -7.1
Total charge: +1

***

Entry 4:
# C19H20BF4IrN6O3

C19H20BF4IrN6O3 as an isolated structure (ωB97M-V/def2-TZVPD, OMol25).

The geometry in XYZ format:
```
54
Properties=species:S:1:pos:R:3:forces:R:3:nbo_charge:R:1
Ir -1.050489 -1.447120 0.887251 -0.19 0.11 0.07 1.341
O 2.948396 -3.605889 0.226941 -0.09 0.02 0.02 -0.676
C 3.670366 -2.473791 0.290108 0.01 0.05 -0.02 0.433
C 5.047065 -2.604198 0.088291 0.00 0.02 0.00 -0.299
C 5.870406 -1.501157 0.130806 0.00 0.00 0.00 -0.163
C 5.345657 -0.233089 0.379845 0.00 0.00 0.00 -0.266
C 3.991292 -0.097315 0.587349 0.01 0.00 0.00 -0.139
C 3.129752 -1.201093 0.544219 0.00 -0.01 0.00 -0.258
C 1.684884 -0.996833 0.770025 -0.05 0.06 -0.10 0.554
O 0.887212 -2.018806 0.556266 0.10 -0.03 0.09 -0.737
N 1.261064 0.189135 1.118098 0.01 -0.07 -0.05 -0.429
N -0.116978 0.178689 1.339265 0.28 -0.08 0.11 -0.240
C -0.632561 1.074175 2.108955 -0.08 0.10 -0.07 0.153
C -1.992101 1.105229 2.578494 0.08 -0.07 -0.02 -0.250
C -2.292149 2.086695 3.544809 -0.06 0.02 0.03 -0.129
C -3.535449 2.180916 4.114800 0.04 0.00 -0.01 -0.277
C -4.527001 1.273153 3.719081 0.01 -0.03 -0.02 -0.165
C -4.273245 0.308568 2.774682 -0.05 0.07 0.04 -0.231
C -3.006740 0.193111 2.174065 0.05 0.27 -0.29 0.384
O -2.862368 -0.698799 1.221485 -0.10 -0.36 0.44 -0.674
H 2.011369 -3.384037 0.383661 0.01 0.00 0.00 0.515
H 5.437300 -3.595727 -0.097389 0.00 0.00 0.00 0.227
H 6.934159 -1.625387 -0.027494 0.00 0.00 0.00 0.215
H 5.992936 0.632213 0.416795 0.00 0.00 0.00 0.215
H 3.560161 0.872871 0.793048 0.00 -0.01 0.00 0.231
H 0.058651 1.833725 2.461520 -0.01 0.01 0.00 0.216
H -1.506867 2.771952 3.842839 0.00 0.00 0.00 0.207
H -3.743308 2.933959 4.861596 0.00 0.00 0.00 0.218
H -5.511067 1.325643 4.167927 0.00 0.00 0.00 0.215
H -5.034282 -0.395763 2.468022 0.01 0.00 -0.01 0.224
F -0.549360 -4.458862 2.684385 -0.01 0.00 -0.02 -0.521
B -1.550042 -3.554853 2.615933 -0.02 0.04 0.10 1.365
F -2.028646 -3.409095 1.244998 0.14 -0.01 -0.27 -0.528
F -2.569752 -3.696895 3.482125 0.00 -0.01 -0.01 -0.516
F -0.938648 -2.165215 2.815564 -0.12 -0.13 0.05 -0.508
C -1.627421 2.569799 -4.118656 0.00 0.00 0.00 -0.614
C -0.189974 2.062340 -4.080437 0.01 0.00 0.01 -0.225
C 0.575128 2.637724 -2.892142 0.00 0.00 0.00 -0.618
C -0.120361 0.534722 -4.109601 0.00 0.01 0.01 -0.212
N -0.737745 -0.081779 -2.937042 0.00 -0.02 -0.02 -0.169
C -0.209445 -0.361699 -1.753408 0.00 0.00 -0.01 0.205
N -1.178198 -0.855287 -1.010890 0.05 0.04 -0.02 -0.277
N -2.301246 -0.876442 -1.756374 -0.01 0.00 -0.01 -0.004
N -2.040324 -0.411204 -2.913869 0.00 -0.03 0.00 -0.029
H -1.639291 3.657639 -4.185272 0.00 0.00 0.00 0.221
H -2.172019 2.288362 -3.215465 0.00 0.00 0.00 0.213
H -2.173199 2.169914 -4.974083 0.00 0.00 0.00 0.218
H 0.314900 2.376281 -4.999396 0.00 0.00 0.00 0.216
H 0.090574 2.384083 -1.945655 0.00 0.00 0.00 0.206
H 0.604440 3.725327 -2.952288 0.00 0.00 0.00 0.228
H 1.605774 2.277600 -2.857254 0.00 0.00 0.00 0.212
H 0.914902 0.194891 -4.134452 0.00 -0.01 -0.01 0.223
H -0.641989 0.126951 -4.973333 -0.01 0.01 0.00 0.238
H 0.815875 -0.215337 -1.458747 -0.02 0.03 0.00 0.262
```
Positions in Å, forces in eV/Å.

Output
E_HOMO in eV: -8.05
E_LUMO in eV: -0.3

***

Entry 5:
# C19H20BN8OPdS4

C19H20BN8OPdS4 as an isolated structure (ωB97M-V/def2-TZVPD, OMol25).

The geometry in XYZ format:
```
54
Properties=species:S:1:pos:R:3:forces:R:3:nbo_charge:R:1
Pd 0.840102 -0.721826 1.641230 0.95 -3.98 1.09 0.767
C -1.440298 -3.769926 1.497230 0.21 -0.06 0.00 -0.648
C -1.337698 -2.871726 0.316430 -0.12 -0.01 -0.09 0.180
C -1.938298 -3.030026 -0.939870 0.14 0.13 0.13 -0.348
C -1.694998 -1.853126 -1.612470 0.06 -0.20 0.20 0.016
N -0.977998 -1.052826 -0.805170 -0.16 -0.38 -0.55 -0.342
N -0.740798 -1.684126 0.362830 0.91 0.66 0.45 -0.293
B -0.820098 0.469874 -0.825370 0.41 -0.02 0.56 0.924
N 0.677302 0.885674 -0.831270 0.22 0.26 -0.39 -0.351
C 1.290502 1.618274 -1.780870 0.29 0.04 0.05 0.003
C 2.417702 2.183974 -1.232370 -0.14 -0.12 -0.03 -0.348
C 2.433102 1.750074 0.102030 -0.36 -0.07 -0.46 0.166
C 3.343502 2.207774 1.181430 0.00 -0.08 0.15 -0.639
N 1.396302 0.943274 0.306230 0.59 0.54 -0.21 -0.350
N -1.417198 0.931974 0.537330 -0.40 0.51 -0.13 -0.333
C -2.647798 1.382974 0.831530 -0.30 0.05 0.18 -0.016
C -2.802298 1.380674 2.204730 -0.09 -0.02 -0.10 -0.344
C -1.596598 0.871074 2.699630 0.07 0.18 -0.51 0.155
C -1.094198 0.572274 4.067830 0.03 -0.13 0.01 -0.642
N -0.792798 0.629474 1.676230 -0.74 0.88 1.02 -0.360
N -1.513198 1.150474 -1.976170 -0.35 0.62 0.03 -0.383
C -1.700698 2.492974 -2.057470 -0.02 0.05 -0.12 -0.026
C -2.004098 2.803174 -3.356270 0.02 -0.11 0.18 -0.346
C -1.989798 1.566174 -4.032270 0.08 0.17 0.33 0.141
C -2.199398 1.325474 -5.486370 0.09 -0.06 0.04 -0.636
N -1.692298 0.594474 -3.189170 0.19 -0.59 -0.56 -0.302
H -0.670498 -4.541626 1.480830 -0.12 -0.04 0.03 0.237
H -2.412098 -4.256926 1.509030 -0.08 0.03 0.02 0.231
H -1.319798 -3.177526 2.406030 -0.10 -0.15 0.03 0.227
H -2.474098 -3.889826 -1.286570 -0.17 -0.12 -0.07 0.229
H -1.976298 -1.506726 -2.587070 -0.08 0.03 -0.08 0.263
H 0.903302 1.682974 -2.777570 -0.22 0.08 -0.18 0.228
H 3.126302 2.832074 -1.705770 0.11 0.15 -0.15 0.226
H 4.315502 1.721074 1.127830 0.10 -0.05 0.07 0.222
H 2.901702 2.000574 2.153830 0.13 0.16 -0.11 0.231
H 3.497402 3.280174 1.088430 0.05 0.09 -0.03 0.225
H -3.340298 1.658074 0.062330 -0.12 0.09 -0.19 0.226
H -3.658898 1.699574 2.762930 -0.20 0.05 0.07 0.226
H -1.861198 0.723374 4.818730 -0.08 0.04 0.12 0.224
H -0.238798 1.212574 4.289430 -0.02 -0.01 0.13 0.226
H -0.749498 -0.469326 4.111630 -0.08 0.21 0.08 0.228
H -1.596698 3.125574 -1.197770 0.09 0.10 0.17 0.225
H -2.189298 3.771374 -3.772170 -0.12 0.24 -0.05 0.225
H -3.015398 1.933374 -5.873370 -0.06 -0.04 0.00 0.219
H -2.405698 0.274174 -5.666870 -0.04 -0.04 -0.07 0.228
H -1.296098 1.599974 -6.032270 0.00 -0.03 -0.10 0.221
O 6.605702 -3.729126 1.155930 0.14 -0.08 -0.08 -0.518
C 5.563502 -3.252526 1.478330 -0.09 0.08 0.17 0.209
S 4.001402 -4.081026 1.329930 -0.34 0.17 0.10 0.378
C 3.012502 -2.783826 1.973630 0.30 -0.69 -0.07 -0.389
C 3.669002 -1.621326 2.355530 0.45 0.09 0.10 -0.398
S 2.837202 -0.342326 3.092630 -0.92 0.00 -0.75 0.066
S 5.410102 -1.612826 2.157730 -0.33 0.26 0.12 0.370
S 1.363102 -3.026526 2.245130 0.20 1.11 -0.58 0.071
```
Positions in Å, forces in eV/Å.

Output
E_HOMO (spin up / spin down) in eV: -8.07 / -8.23
E_LUMO (spin up / spin down) in eV: -1.5 / -2.4
2S+1: 2

***

Table of energy above the lowest of the compared OMol25 structures with the same formula, charge and spin (kJ/mol), in record order: 44.9 10.9 53.1 0.0 266.5
Table of strongest force on any atom (eV Å⁻¹), in record order: 0.57 0.61 2.37 0.58 4.23